1.
Here is C33H28N6O4Pd as an isolated structure at a distorted geometry from OMol25. Energies are from ωB97M-V/def2-TZVPD.

Calculated values
M	679.04	u
energy above the lowest of the compared OMol25 structures with the same formula, charge and spin	0.943	eV
charge	+2

CARTESIAN COORDINATES (ANGSTROEM)
Pd1 -0.706 -0.703 -0.750
O1 -2.424 -1.263 -2.141
C1 -3.639 -1.257 -2.202
C2 -4.310 -1.862 -3.343
C3 -5.648 -1.857 -3.436
C4 -6.477 -1.244 -2.407
C5 -5.929 -0.668 -1.320
C6 -4.510 -0.643 -1.131
C7 -4.036 -0.066 0.010
N1 -2.706 0.032 0.358
N2 -2.522 0.639 1.422
C8 -1.141 0.716 1.876
O2 -0.230 0.144 1.322
C9 -0.930 1.541 3.061
C10 0.384 1.778 3.486
C11 0.614 2.554 4.603
C12 -0.463 3.096 5.306
C13 -1.767 2.857 4.897
C14 -2.008 2.082 3.775
H1 -3.680 -2.297 -4.109
H2 -6.125 -2.313 -4.296
H3 -7.553 -1.255 -2.522
H4 -6.561 -0.217 -0.565
H5 -4.766 0.352 0.701
H6 1.204 1.346 2.927
H7 1.628 2.734 4.936
H8 -0.276 3.709 6.180
H9 -2.595 3.269 5.460
H10 -3.019 1.883 3.450
O3 6.003 0.853 -0.932
C15 5.619 -0.462 -1.262
C16 4.126 -0.513 -1.400
C17 3.487 -1.688 -1.776
C18 2.110 -1.705 -1.826
N3 1.371 -0.632 -1.539
C19 1.977 0.520 -1.256
C20 3.349 0.612 -1.165
C21 1.065 1.665 -1.124
C22 1.493 2.967 -1.002
C23 0.564 4.000 -0.950
C24 1.054 5.425 -0.824
O4 2.111 5.527 0.108
C25 -0.782 3.682 -1.041
C26 -1.145 2.355 -1.167
N4 -0.245 1.373 -1.202
H11 6.958 0.896 -0.828
H12 5.913 -1.178 -0.488
H13 6.071 -0.799 -2.198
H14 4.050 -2.583 -2.015
H15 1.576 -2.597 -2.126
H16 3.848 1.540 -0.925
H17 2.545 3.212 -0.948
H18 0.224 6.094 -0.594
H19 1.458 5.724 -1.792
H20 1.767 5.753 0.977
H21 -1.544 4.453 -1.020
H22 -2.183 2.068 -1.248
N5 -0.141 -4.836 -0.860
C27 -0.974 -3.787 -0.928
N6 -0.561 -2.782 -0.188
C28 0.639 -3.200 0.407
C29 1.480 -2.550 1.309
C30 2.604 -3.231 1.724
C31 2.897 -4.526 1.259
C32 2.060 -5.183 0.381
C33 0.915 -4.496 -0.014
H23 -0.273 -5.727 -1.312
H24 -1.893 -3.798 -1.495
H25 1.251 -1.555 1.665
H26 3.279 -2.768 2.433
H27 3.794 -5.024 1.606
H28 2.276 -6.186 0.029

Atomic forces in eV per Å
2.0032 0.5136 -1.1016
0.1865 -0.1645 -0.2706
-0.6727 -0.0403 -0.1834
-0.1930 0.0072 -0.0077
0.0285 0.0223 0.0534
0.0325 0.1359 0.2578
-0.8211 -0.2008 -0.4547
0.9612 0.2120 0.4670
-1.0399 -0.2709 -0.7810
1.0981 -0.2216 0.1797
-0.6336 0.0929 0.4853
0.5172 0.4025 0.4786
0.0108 -0.1431 0.4533
-0.4257 0.1722 0.0822
-0.0324 -0.0110 -0.0164
0.0221 -0.0225 -0.0107
0.0659 -0.0011 0.0030
-0.0408 0.0036 0.0292
0.0928 -0.0246 -0.0869
0.0190 0.0275 0.0566
-0.0532 0.0513 0.0629
0.0529 -0.0233 -0.0460
0.0336 -0.0148 0.0012
0.2285 0.0372 0.1370
-0.0007 0.0256 0.0403
-0.0651 0.0184 -0.0081
-0.0206 -0.0562 -0.0382
0.0235 -0.0071 -0.0382
-0.0023 0.0302 0.0352
-0.0877 -0.0700 -0.0059
0.0606 0.0795 0.0260
0.0386 0.0264 0.0093
-0.0238 -0.0347 -0.0176
0.0553 -0.0798 -0.0933
-0.7553 -0.9647 0.2117
0.0343 0.1691 0.0466
0.3128 0.1306 -0.0262
0.0564 0.0291 -0.0164
0.0166 0.2691 0.0373
0.0136 0.0967 0.0813
0.0793 -0.0562 0.0563
-0.0064 -0.0443 -0.1153
0.0152 0.0385 -0.0890
-0.0456 0.0058 -0.0763
-0.9394 -1.2529 0.4704
0.0460 -0.0104 -0.0139
0.0156 -0.0302 0.0684
0.0205 0.0126 -0.0929
-0.0514 0.0452 -0.0033
-0.0259 0.0020 0.1078
-0.0640 -0.0146 0.0274
-0.0074 -0.0692 0.0314
-0.0271 0.0190 0.0311
-0.0109 0.0704 -0.0524
-0.0399 0.0023 0.0134
0.0252 -0.0674 -0.0060
-0.0134 -0.0319 0.0036
0.2006 -0.0460 0.1526
-0.1802 -0.0869 0.0008
0.2359 1.2695 -0.4630
-0.2317 0.0057 0.2181
0.0340 0.1176 -0.0142
0.0457 -0.0362 0.0093
0.0029 0.0041 -0.0229
-0.0633 -0.1112 -0.0192
-0.1015 -0.0474 -0.1445
-0.0928 0.0123 0.0035
0.1574 0.0573 -0.0955
0.0341 -0.0446 -0.0206
-0.0436 -0.0077 -0.0426
-0.0462 0.0221 -0.0080
-0.0182 0.0710 0.0538



2.
Here is a 2-piece molecular cluster, C2H10NOS2 overall at a distorted geometry from OMol25. Energies are from ωB97M-V/def2-TZVPD.

Calculated values
M	128.24	u
energy above the lowest of the compared OMol25 structures with the same formula, charge and spin	1.670	eV
charge	+1

CARTESIAN COORDINATES (ANGSTROEM)
N1 -0.746 -1.219 0.616
C1 0.299 -1.406 1.639
C2 1.432 -0.364 1.342
S1 0.882 1.070 0.275
S2 0.936 0.116 -1.781
H1 -1.453 -0.484 0.743
H2 -1.315 -2.120 0.707
H3 -0.612 -1.177 -0.426
H4 0.482 -2.447 1.770
H5 -0.111 -1.107 2.604
H6 1.566 0.143 2.333
H7 2.440 -0.563 0.972
H8 1.379 1.144 -2.432
H9 -3.201 1.498 -0.403
H10 -4.277 0.605 -1.077
O1 -3.644 0.586 -0.360

Atomic forces in eV per Å
-3.7025 -3.0508 -1.0772
1.1027 2.3502 -0.3011
0.0815 1.4908 0.7981
0.1403 -1.1987 -1.1587
-0.4533 -0.5676 2.5311
0.3866 0.2550 0.4852
0.3883 1.3895 -0.2831
1.0681 0.0498 1.0018
0.8301 -0.7144 -0.5297
-0.4338 0.0827 -0.2510
0.2539 -0.1602 -0.9156
-0.4296 -1.0438 0.0973
0.5063 1.1862 -0.4882
-1.0987 -1.9123 0.0639
-0.2852 -0.0467 -0.2703
1.6454 1.8904 0.2975



Number 1: Kohn-Sham gap 0.2309 Eh, lowest unoccupied orbital energy -7.657 eV. Number 2: Kohn-Sham gap 0.3273 Eh, lowest unoccupied orbital energy -4.067 eV.